1.
Molecular formula: C4H8N2O
Method: DFT, ωB97M-V/def2-TZVPD

Last column: natural (NBO) charge in e.
CARTESIAN COORDINATES (ANGSTROEM)
C 0.748 0.982 0.185  -0.42
C 0.289 0.121 1.333  -0.21
H 1.338 0.626 -1.758  0.21
N -0.837 -0.698 0.894  -0.65
C 0.856 0.026 -1.000  -0.22
C -1.354 -0.786 -0.388  0.78
H 0.023 1.769 -0.070  0.21
O -2.494 -1.172 -0.601  -0.66
H -1.532 -0.930 1.584  0.41
H 0.001 0.708 2.207  0.20
N -0.471 -0.435 -1.381  -0.65
H 1.142 -0.512 1.618  0.18
H -0.871 -0.327 -2.303  0.41
H 1.695 1.488 0.427  0.22
H 1.467 -0.861 -0.746  0.19

The value obtained for the largest force on an atom is 0.93 eV/A. For the HOMO energy, the calculation gives -9.40 eV. The energy above the lowest of the compared OMol25 structures with the same formula, charge and spin comes out at 0.245 eV. For the total energy, the calculation gives -9306.1486 eV. The charge is 0. Its HOMO-LUMO gap is 0.3772 hartree. The value obtained for the lowest unoccupied orbital energy is 0.862 eV.

2.
Molecular formula: C4H8N2O
Method: DFT, ωB97M-V/def2-TZVPD

Last column: natural (NBO) charge in e.
CARTESIAN COORDINATES (ANGSTROEM)
H -1.076 -0.048 2.315  0.24
C 0.378 -0.381 0.818  0.50
H -0.579 -1.753 2.125  0.24
H 0.923 1.453 -2.146  0.21
C -0.073 -0.824 -1.362  0.58
H 0.368 2.343 -0.710  0.22
C 0.103 1.567 -1.430  -0.43
H -0.784 1.876 -1.992  0.22
H 1.623 0.016 2.236  0.38
C -0.824 -0.829 1.594  -0.71
N 1.500 -0.020 1.226  -0.67
H -1.693 -1.007 0.965  0.25
O 0.143 -1.177 -2.497  -0.58
H 0.185 -1.550 -0.426  0.07
N -0.196 0.333 -0.717  -0.49

The value obtained for the largest force on an atom is 4.04 eV/A. For the HOMO energy, the calculation gives -9.52 eV. The energy above the lowest of the compared OMol25 structures with the same formula, charge and spin comes out at 3.815 eV. For the total energy, the calculation gives -9302.5780 eV. The charge is 0. Its HOMO-LUMO gap is 0.3622 hartree. The value obtained for the lowest unoccupied orbital energy is 0.340 eV.

3.
Molecular formula: C4H8N2O
Method: DFT, ωB97M-V/def2-TZVPD

Last column: natural (NBO) charge in e.
CARTESIAN COORDINATES (ANGSTROEM)
H 3.115 0.112 0.202  0.40
H -0.257 1.305 -1.814  0.20
H -2.124 -1.118 -0.075  0.21
O 1.500 -1.732 -0.140  -0.62
C 1.225 -0.546 -0.046  0.67
C -0.782 0.934 -0.939  -0.23
H -1.358 -1.205 1.530  0.21
C -0.227 -0.067 0.017  -0.02
N 2.171 0.425 0.034  -0.82
H 1.889 1.348 0.330  0.42
H -0.688 -2.118 0.172  0.26
H -1.865 0.862 -1.052  0.19
H -1.106 1.619 0.957  0.37
N -0.325 1.357 0.369  -0.61
C -1.169 -1.177 0.454  -0.63

The value obtained for the largest force on an atom is 0.41 eV/A. For the HOMO energy, the calculation gives -9.58 eV. The energy above the lowest of the compared OMol25 structures with the same formula, charge and spin comes out at 1.369 eV. For the total energy, the calculation gives -9305.0243 eV. The charge is 0. Its HOMO-LUMO gap is 0.3895 hartree. The value obtained for the lowest unoccupied orbital energy is 1.019 eV.

4.
Molecular formula: C4H8N2O
Method: DFT, ωB97M-V/def2-TZVPD

Last column: natural (NBO) charge in e.
CARTESIAN COORDINATES (ANGSTROEM)
N 0.659 -1.392 -0.119  -0.65
C 1.526 -0.247 -0.241  0.78
N 0.997 0.980 0.009  -0.62
H 0.528 -1.666 0.840  0.40
H -0.849 0.214 1.879  0.17
H -0.443 2.354 0.543  0.20
C -0.426 1.343 0.098  -0.27
H -2.273 0.450 0.829  0.19
H 1.687 1.721 0.029  0.41
O 2.694 -0.446 -0.491  -0.59
C -1.203 0.282 0.818  -0.47
C -0.505 -1.463 -0.796  -0.11
H -0.423 -1.228 -1.877  0.19
H -0.845 1.437 -0.908  0.19
H -1.125 -2.340 -0.613  0.20

The value obtained for the largest force on an atom is 1.36 eV/A. For the HOMO energy (alpha / beta), the calculation gives -8.00 / -7.33 eV. The energy above the lowest of the compared OMol25 structures with the same formula, charge and spin comes out at 4.450 eV. For the total energy, the calculation gives -9301.9432 eV. The charge is 0. Its HOMO-LUMO gap (alpha / beta) is 0.3175 / 0.2784 hartree. The value obtained for the lowest unoccupied orbital energy (alpha / beta) is 0.640 / 0.243 eV.

5.
Molecular formula: C4H8N2O
Method: DFT, ωB97M-V/def2-TZVPD

Last column: natural (NBO) charge in e.
CARTESIAN COORDINATES (ANGSTROEM)
H -2.900 -0.512 -0.411  0.36
H -0.265 2.038 -0.846  0.24
C 0.369 0.052 -0.387  -0.11
O 1.520 -0.557 2.733  -0.56
H -1.954 -0.104 0.846  0.36
H 1.502 1.885 -0.667  0.22
H 0.681 1.285 -2.121  0.21
C 0.599 1.393 -1.034  -0.62
H -0.792 -1.756 -0.545  0.18
H 2.169 -1.028 3.273  0.47
N 1.877 -0.923 1.428  -0.18
H -1.014 -0.616 -1.881  0.19
N -2.038 -0.042 -0.163  -0.83
C -0.891 -0.691 -0.791  -0.23
C 1.136 -0.425 0.566  0.29

The value obtained for the largest force on an atom is 0.94 eV/A. For the HOMO energy, the calculation gives -9.14 eV. The energy above the lowest of the compared OMol25 structures with the same formula, charge and spin comes out at 3.893 eV. For the total energy, the calculation gives -9302.5004 eV. The charge is 0. Its HOMO-LUMO gap is 0.3704 hartree. The value obtained for the lowest unoccupied orbital energy is 0.939 eV.

6.
Molecular formula: C4H8N2O
Method: DFT, ωB97M-V/def2-TZVPD

Last column: natural (NBO) charge in e.
CARTESIAN COORDINATES (ANGSTROEM)
H 2.821 -0.525 0.535  0.25
C 0.022 -0.160 0.187  0.33
H 2.492 1.189 0.394  0.25
H -0.585 -0.255 1.996  0.34
H -2.798 -0.971 0.687  0.19
O 1.000 -0.138 -1.969  -0.54
C 1.197 -0.034 -0.774  0.56
H -3.177 0.245 -0.549  0.22
N 0.267 -0.143 1.445  -0.70
H 3.281 0.340 -0.977  0.23
C -2.436 -0.061 0.192  -0.42
H -2.359 0.735 0.944  0.20
H -1.102 -0.227 -1.471  0.42
C 2.543 0.257 -0.177  -0.72
N -1.167 -0.253 -0.464  -0.60

The value obtained for the largest force on an atom is 0.49 eV/A. For the HOMO energy, the calculation gives -9.27 eV. The energy above the lowest of the compared OMol25 structures with the same formula, charge and spin comes out at 1.062 eV. For the total energy, the calculation gives -9305.3310 eV. The charge is 0. Its HOMO-LUMO gap is 0.3641 hartree. The value obtained for the lowest unoccupied orbital energy is 0.641 eV.

7.
Molecular formula: C4H8N2O
Method: DFT, ωB97M-V/def2-TZVPD

Last column: natural (NBO) charge in e.
CARTESIAN COORDINATES (ANGSTROEM)
H -0.907 -0.626 2.683  0.35
H -1.157 1.586 -2.065  0.21
H 0.037 2.637 -1.265  0.21
C -0.447 1.655 -1.235  -0.62
C 0.074 -0.835 -0.945  -0.41
N 0.618 -1.222 1.478  -0.49
H -0.659 -1.530 -1.324  0.22
H 1.258 0.629 -2.155  0.18
O 1.329 0.549 -0.027  -0.51
H -1.005 1.559 -0.296  0.22
C 0.689 -0.648 0.223  0.47
H 1.281 -0.830 2.139  0.37
H -0.953 -2.205 2.184  0.35
N -0.733 -1.260 1.911  -0.65
C 0.576 0.540 -1.305  0.10

The value obtained for the largest force on an atom is 0.43 eV/A. For the HOMO energy, the calculation gives -8.15 eV. The energy above the lowest of the compared OMol25 structures with the same formula, charge and spin comes out at 3.802 eV. For the total energy, the calculation gives -9302.5915 eV. The charge is 0. Its HOMO-LUMO gap is 0.3392 hartree. The value obtained for the lowest unoccupied orbital energy is 1.084 eV.

8.
Molecular formula: C4H8N2O
Method: DFT, ωB97M-V/def2-TZVPD

Last column: natural (NBO) charge in e.
CARTESIAN COORDINATES (ANGSTROEM)
H -1.030 0.737 2.029  0.23
H -3.477 -1.045 0.373  0.46
C 1.152 -0.700 -0.287  -0.07
O -2.736 -1.360 0.782  -0.92
C 0.361 0.209 0.465  0.04
H 1.524 -1.655 0.135  0.20
C 0.917 0.985 -1.558  0.12
H -0.694 -0.809 1.985  0.25
H 1.159 1.553 -2.415  0.21
N 0.308 1.291 -0.410  -0.50
C -0.195 0.063 1.801  -0.66
H 0.638 0.416 2.542  0.23
H -2.039 -0.964 0.438  0.46
H -0.125 2.186 -0.346  0.42
N 1.480 -0.274 -1.521  -0.45

The value obtained for the largest force on an atom is 6.36 eV/A. For the HOMO energy, the calculation gives -8.38 eV. The energy above the lowest of the compared OMol25 structures with the same formula, charge and spin comes out at 2.123 eV. For the total energy, the calculation gives -9304.2701 eV. The charge is 0. Its HOMO-LUMO gap is 0.3317 hartree. The value obtained for the lowest unoccupied orbital energy is 0.650 eV.

9.
Molecular formula: C4H8N2O
Method: DFT, ωB97M-V/def2-TZVPD

Last column: natural (NBO) charge in e.
CARTESIAN COORDINATES (ANGSTROEM)
N 0.043 0.690 0.594  -0.63
C 0.210 -2.017 0.262  -0.44
H 1.065 -1.900 0.932  0.21
H 0.391 2.667 -0.066  0.19
C -1.275 0.504 -0.098  0.60
H -1.095 -0.167 -2.187  0.21
H -0.017 0.685 1.613  0.38
H 1.321 1.398 -0.883  0.21
O -2.313 0.968 0.319  -0.53
H 0.312 -2.987 -0.235  0.22
C 0.926 1.724 0.080  -0.42
C -0.883 -0.389 -1.145  -0.12
N 0.272 -1.008 -0.784  -0.26
H 1.766 1.872 0.760  0.21
H -0.722 -2.040 0.840  0.18

The value obtained for the largest force on an atom is 4.27 eV/A. For the HOMO energy (alpha / beta), the calculation gives -8.35 / -8.42 eV. The energy above the lowest of the compared OMol25 structures with the same formula, charge and spin comes out at 4.612 eV. For the total energy, the calculation gives -9301.7815 eV. The charge is 0. Its HOMO-LUMO gap (alpha / beta) is 0.2927 / 0.2864 hartree. The value obtained for the lowest unoccupied orbital energy (alpha / beta) is -0.383 / -0.623 eV.

10.
Molecular formula: C4H8N2O
Method: DFT, ωB97M-V/def2-TZVPD

Last column: natural (NBO) charge in e.
CARTESIAN COORDINATES (ANGSTROEM)
H 1.021 0.602 -0.265  0.20
H 1.663 -1.686 -1.371  0.21
H 0.052 -2.294 -1.183  0.21
N -0.995 -0.103 -0.105  -0.20
H -1.103 0.394 -2.208  0.20
H -0.225 1.638 -1.258  0.20
O 0.556 -0.404 2.067  -0.61
C 0.362 -0.207 -0.672  -0.09
N -0.709 0.916 0.974  -0.50
C -0.651 0.621 -1.333  -0.27
C 0.788 -1.532 -0.671  -0.62
H -0.122 1.608 2.720  0.07
H 0.888 -1.937 0.303  0.26
H -1.461 1.798 1.008  0.40
C -0.065 0.586 1.995  0.53

The value obtained for the largest force on an atom is 10.57 eV/A. For the HOMO energy, the calculation gives -9.55 eV. The energy above the lowest of the compared OMol25 structures with the same formula, charge and spin comes out at 5.460 eV. For the total energy, the calculation gives -9300.9328 eV. The charge is 0. Its HOMO-LUMO gap is 0.3796 hartree. The value obtained for the lowest unoccupied orbital energy is 0.781 eV.

11.
Molecular formula: C4H8N2O
Method: DFT, ωB97M-V/def2-TZVPD

Last column: natural (NBO) charge in e.
CARTESIAN COORDINATES (ANGSTROEM)
H 1.718 1.527 -0.053  0.33
H 0.709 -1.418 -1.809  0.20
H -0.690 -1.442 0.350  0.23
H 0.475 2.683 -0.030  0.38
H 0.413 1.420 2.254  0.44
O -0.325 0.949 2.014  -0.49
H 0.985 -0.940 0.219  0.19
C -0.241 0.826 0.391  0.04
C -0.016 -0.622 -0.078  -0.41
C -1.577 1.217 -0.006  0.16
C -0.123 -0.724 -1.613  -0.60
N 0.657 1.663 -0.125  -0.55
N -2.694 1.233 -0.282  -0.37
H -0.976 -1.236 -1.862  0.22
H -0.001 0.243 -2.029  0.21

The value obtained for the largest force on an atom is 8.76 eV/A. For the HOMO energy (alpha / beta), the calculation gives -3.94 / -10.77 eV. The energy above the lowest of the compared OMol25 structures with the same formula, charge and spin comes out at 3.543 eV. For the total energy, the calculation gives -9297.1207 eV. The charge is 0. Its HOMO-LUMO gap (alpha / beta) is 0.1565 / 0.2384 hartree. The multiplicity is 3. The value obtained for the lowest unoccupied orbital energy (alpha / beta) is 0.322 / -4.286 eV.

12.
Molecular formula: C4H8N2O2
Method: DFT, ωB97M-V/def2-TZVPD

Last column: natural (NBO) charge in e.
CARTESIAN COORDINATES (ANGSTROEM)
O -0.830 -0.079 1.917  -0.69
O 1.225 1.823 -0.355  -0.69
H 1.785 2.566 -0.109  0.48
H -1.839 1.037 -1.319  0.22
H -1.376 -0.417 -2.324  0.21
H 0.754 -2.040 1.440  0.16
C 0.546 1.385 0.748  0.00
N 0.488 -1.325 -0.518  -0.26
C -0.248 0.289 0.724  0.34
C 0.861 -2.152 0.363  -0.10
H 1.465 -2.979 0.016  0.19
N -0.718 -0.438 -0.387  -0.32
C -1.066 0.308 -1.572  -0.41
H -0.237 0.871 -2.010  0.21
H 0.644 1.943 1.669  0.18
H -1.456 -0.793 1.717  0.49

The value obtained for the largest force on an atom is 4.29 eV/A. For the HOMO energy, the calculation gives -7.64 eV. The energy above the lowest of the compared OMol25 structures with the same formula, charge and spin comes out at 4.921 eV. For the total energy, the calculation gives -11349.1915 eV. The charge is 0. Its HOMO-LUMO gap is 0.3103 hartree. The value obtained for the lowest unoccupied orbital energy is 0.802 eV.

Repeat the twelfth record exactly.
Molecular formula: C4H8N2O2
Method: DFT, ωB97M-V/def2-TZVPD

Last column: natural (NBO) charge in e.
CARTESIAN COORDINATES (ANGSTROEM)
O -0.830 -0.079 1.917  -0.69
O 1.225 1.823 -0.355  -0.69
H 1.785 2.566 -0.109  0.48
H -1.839 1.037 -1.319  0.22
H -1.376 -0.417 -2.324  0.21
H 0.754 -2.040 1.440  0.16
C 0.546 1.385 0.748  0.00
N 0.488 -1.325 -0.518  -0.26
C -0.248 0.289 0.724  0.34
C 0.861 -2.152 0.363  -0.10
H 1.465 -2.979 0.016  0.19
N -0.718 -0.438 -0.387  -0.32
C -1.066 0.308 -1.572  -0.41
H -0.237 0.871 -2.010  0.21
H 0.644 1.943 1.669  0.18
H -1.456 -0.793 1.717  0.49

The value obtained for the largest force on an atom is 4.29 eV/A. For the HOMO energy, the calculation gives -7.64 eV. The energy above the lowest of the compared OMol25 structures with the same formula, charge and spin comes out at 4.921 eV. For the total energy, the calculation gives -11349.1915 eV. The charge is 0. Its HOMO-LUMO gap is 0.3103 hartree. The value obtained for the lowest unoccupied orbital energy is 0.802 eV.

energy above the lowest of the compared OMol25 structures with the same formula, charge and spin of number 2 (C4H8N2O)?
3.815 eV